Record 1
A molecular structure, C30H44N5O2S4SiSr at a distorted geometry, computed with ωB97M-V with the def2-TZVPD basis set.

Each line ends with the Löwdin charge.
CARTESIAN COORDINATES (ANGSTROEM)
Sr (-1.045, -0.433, -1.409)  0.853
C (-2.648, -0.553, -3.408)  -0.459
C (-2.263, -2.133, -3.346)  -0.459
S (-0.619, -2.839, -2.685)  0.815
C (-1.381, -4.327, -1.943)  -0.460
C (-2.520, -4.143, -0.903)  -0.456
S (-2.693, -2.463, -0.231)  0.790
C (-4.458, -2.052, -0.330)  -0.467
C (-4.820, -1.219, -1.581)  -0.497
S (-3.689, 0.184, -1.897)  0.775
H (-1.720, 0.053, -3.594)  0.024
H (-3.265, -0.423, -4.289)  0.083
H (-3.074, -2.679, -2.879)  0.026
H (-2.297, -2.432, -4.393)  0.079
H (-1.763, -4.906, -2.781)  0.083
H (-0.539, -4.860, -1.504)  0.081
H (-3.463, -4.383, -1.394)  0.081
H (-2.396, -4.815, -0.060)  0.080
H (-5.019, -2.987, -0.323)  0.090
H (-4.690, -1.495, 0.576)  0.081
H (-4.831, -1.842, -2.471)  0.075
H (-5.806, -0.770, -1.471)  0.081
C (3.214, 0.279, -2.243)  -0.249
Si (1.562, 1.191, -2.392)  0.519
C (2.028, 3.035, -2.290)  -0.280
C (0.763, 0.802, -4.072)  -0.371
C (0.721, -0.538, -4.492)  -0.181
C (0.115, -0.917, -5.685)  -0.106
C (-0.465, 0.041, -6.506)  -0.098
C (-0.445, 1.375, -6.109)  -0.091
C (0.158, 1.747, -4.915)  -0.112
H (3.880, 0.461, -3.092)  0.031
H (3.055, -0.793, -2.172)  -0.024
H (3.716, 0.608, -1.330)  0.022
H (2.722, 3.338, -3.081)  0.029
H (2.514, 3.230, -1.332)  0.018
H (1.155, 3.685, -2.360)  -0.011
H (1.188, -1.299, -3.871)  0.059
H (0.113, -1.960, -5.982)  0.107
H (-0.908, -0.242, -7.453)  0.100
H (-0.891, 2.132, -6.744)  0.103
H (0.149, 2.793, -4.627)  0.098
C (4.040, -4.551, -1.147)  -0.005
N (3.287, -3.723, -0.212)  -0.045
C (3.519, -3.770, 1.120)  -0.048
C (2.838, -2.989, 1.980)  0.001
C (1.892, -2.079, 1.407)  -0.370
N (1.665, -2.014, 0.100)  0.180
C (2.327, -2.848, -0.744)  -0.527
O (2.112, -2.896, -1.953)  -0.054
N (1.218, -1.251, 2.203)  0.173
H (4.585, -5.306, -0.586)  0.090
H (4.737, -3.939, -1.720)  0.103
H (3.358, -5.024, -1.847)  0.091
H (4.269, -4.477, 1.447)  0.133
H (3.006, -3.041, 3.044)  0.111
H (1.319, -1.235, 3.203)  0.079
H (0.592, -0.570, 1.808)  0.013
C (0.113, 5.432, 0.291)  -0.091
C (-0.270, 4.024, -0.151)  -0.262
C (-1.355, 3.389, 0.701)  -0.200
N (-0.876, 3.137, 2.054)  0.024
C (-0.922, 1.982, 2.719)  -0.753
S (-1.621, 0.574, 2.154)  0.680
N (-0.442, 2.110, 4.017)  0.100
C (0.085, 1.136, 4.867)  -0.396
O (0.423, 0.039, 4.493)  0.068
C (0.244, 1.597, 6.277)  -0.147
C (-0.632, 2.506, 6.865)  -0.035
C (-0.461, 2.871, 8.192)  -0.066
C (0.586, 2.337, 8.927)  -0.064
C (1.459, 1.428, 8.343)  -0.058
C (1.284, 1.051, 7.022)  -0.013
H (0.747, 5.911, -0.454)  0.078
H (0.680, 5.434, 1.227)  0.068
H (-0.770, 6.060, 0.430)  0.078
H (0.597, 3.362, -0.146)  0.076
H (-0.634, 4.040, -1.180)  0.106
H (-1.651, 2.428, 0.288)  0.049
H (-2.234, 4.038, 0.760)  0.131
H (-0.342, 3.887, 2.469)  0.140
H (-0.440, 3.043, 4.400)  0.136
H (-1.474, 2.902, 6.310)  0.114
H (-1.148, 3.570, 8.651)  0.110
H (0.719, 2.623, 9.962)  0.111
H (2.275, 1.013, 8.919)  0.111
H (1.950, 0.339, 6.553)  0.120

Calculated values
ΔE to the lowest compared entry with this formula, charge and spin ... 62.7 kcal per mole
LUMO ... -0.0798 Eh
Gap between HOMO and LUMO ... 5.528 eV
Charge ... +1
Maximum force ... 3.92 eV/Å
Spin multiplicity ... 1
E_tot ... -95420.4301 eV
Highest occupied orbital energy ... -7.70 eV


Record 2
A molecular structure, C3H4N4O at a distorted geometry, computed with ωB97M-V with the def2-TZVPD basis set.

Each line ends with the Löwdin charge.
CARTESIAN COORDINATES (ANGSTROEM)
C (0.462, -0.596, -0.359)  -0.468
C (-0.310, 1.439, 0.685)  -0.346
C (1.183, 1.009, 1.003)  0.031
H (-0.584, -2.812, -2.100)  0.136
H (-1.896, -1.278, -1.346)  0.207
H (-1.352, 0.129, -0.558)  0.075
H (1.688, 1.373, 1.934)  0.115
N (-0.991, -2.259, -1.258)  -0.033
N (0.158, -1.790, -0.853)  -0.059
N (-0.450, 0.308, -0.248)  0.100
N (1.610, -0.152, 0.353)  0.133
O (-1.018, 2.341, 1.017)  0.109

Calculated values
ΔE to the lowest compared entry with this formula, charge and spin ... 114.4 kcal per mole
LUMO ... -0.0433 Eh
Gap between HOMO and LUMO ... 7.432 eV
Charge ... 0
Maximum force ... 7.67 eV/Å
Spin multiplicity ... 1
E_tot ... -11179.0096 eV
Highest occupied orbital energy ... -8.61 eV


Record 3
A molecular structure, CH2Br2NO at a distorted geometry, computed with ωB97M-V with the def2-TZVPD basis set.

Each line ends with the Löwdin charge.
CARTESIAN COORDINATES (ANGSTROEM)
C (0.913, -0.045, 0.400)  -1.131
N (-0.765, -0.389, -0.461)  -0.252
O (-1.676, 0.366, 0.096)  -0.408
Br (1.569, 1.767, -0.053)  0.360
Br (2.275, -1.332, -0.049)  0.411
H (0.884, 0.166, 1.515)  -0.018
H (-0.564, 0.208, -1.326)  0.040

Calculated values
ΔE to the lowest compared entry with this formula, charge and spin ... 52.6 kcal per mole
LUMO (alpha / beta) ... 0.1253 / 0.1253 Eh
Gap between HOMO and LUMO (alpha / beta) ... 6.083 / 6.084 eV
Charge ... -1
Maximum force ... 1.80 eV/Å
Spin multiplicity ... 1
E_tot ... -144689.3604 eV
Highest occupied orbital energy (alpha / beta) ... -2.67 / -2.67 eV


Record 4
A gas-phase ion, C6H14NO (charge -1) at a distorted geometry, computed with ωB97M-V with the def2-TZVPD basis set.

Each line ends with the Löwdin charge.
CARTESIAN COORDINATES (ANGSTROEM)
C (0.851, -0.234, -1.904)  -0.101
C (0.299, -1.031, -0.718)  -0.410
C (1.523, -1.663, -0.043)  -0.106
C (-0.468, -0.168, 0.303)  -0.450
C (-1.767, 0.348, -0.355)  -0.063
N (0.312, 0.901, 0.884)  -0.022
C (-0.405, 1.544, 2.085)  -0.545
O (-1.195, 2.559, 1.734)  -0.342
H (1.220, 0.708, -1.475)  0.077
H (1.597, -0.784, -2.490)  0.064
H (0.123, 0.005, -2.694)  0.062
H (-0.403, -1.791, -1.036)  0.117
H (1.274, -1.974, 0.985)  0.073
H (2.235, -0.844, 0.134)  0.069
H (2.013, -2.441, -0.614)  0.057
H (-0.762, -0.881, 1.068)  0.117
H (-2.173, 1.084, 0.344)  0.056
H (-2.472, -0.452, -0.590)  0.064
H (-1.465, 0.901, -1.247)  0.064
H (0.185, 1.690, 0.254)  0.077
H (-0.958, 0.713, 2.601)  0.078
H (0.436, 1.810, 2.772)  0.064

Calculated values
ΔE to the lowest compared entry with this formula, charge and spin ... 8.1 kcal per mole
LUMO ... 0.1399 Eh
Gap between HOMO and LUMO ... 6.371 eV
Charge ... -1
Maximum force ... 1.36 eV/Å
Spin multiplicity ... 1
E_tot ... -9986.2742 eV
Highest occupied orbital energy ... -2.56 eV


Question: Number 1 is which compound?
Answer: C30H44N5O2S4SiSr